Formula: C47H55N6S2SiV
Source: OMol25
Level of theory: the ωB97M-V functional and the def2-TZVPD basis

Output
Orbital gap (spin up / spin down): 6.150 / 6.620 eV
Lowest unoccupied orbital energy (spin up / spin down): 2.2 / 1.9 eV
HOMO level (spin up / spin down): -3.99 / -4.74 eV
Total energy: -113809.9614 eV
2S+1: 4
Net charge: -1

Element x y z (Å)
V -0.5248 1.1865 -0.3693
S -0.3020 -1.5717 -3.3272
C 0.6142 -2.3918 -2.1729
N 0.6797 -3.7714 -2.2362
C 1.6828 -4.4716 -1.4884
C 1.8414 -3.8010 -0.1295
N 2.1580 -2.4135 -0.3364
C 3.1248 -1.8127 0.5496
C 4.4630 -2.4892 0.4266
C 5.2055 -2.3720 -0.7427
C 6.4030 -3.0507 -0.8831
C 6.8783 -3.8551 0.1419
C 6.1487 -3.9706 1.3127
C 4.9541 -3.2859 1.4539
C 1.3595 -1.6991 -1.2079
S 1.3704 0.0211 -1.1331
C -0.2847 -4.5444 -2.9833
C -1.4848 -4.9022 -2.1386
C -2.6358 -4.1275 -2.2171
C -3.7411 -4.4293 -1.4435
C -3.6966 -5.4762 -0.5392
C -2.5490 -6.2429 -0.4418
C -1.4578 -5.9688 -1.2469
H 2.6437 -4.4417 -2.0280
H 1.3904 -5.5176 -1.3673
H 2.6551 -4.2742 0.4218
H 0.8998 -3.9132 0.4307
H 2.7754 -1.8817 1.5868
H 3.2018 -0.7580 0.2770
H 4.8283 -1.7479 -1.5405
H 6.9722 -2.9565 -1.7970
H 7.8115 -4.3922 0.0306
H 6.5079 -4.5980 2.1176
H 4.3895 -3.3771 2.3720
H 0.2177 -5.4448 -3.3529
H -0.6027 -3.9333 -3.8318
H -2.6608 -3.2813 -2.8872
H -4.6414 -3.8439 -1.5491
H -4.5526 -5.7025 0.0815
H -2.5024 -7.0656 0.2586
H -0.5789 -6.5972 -1.1747
C -1.6483 -2.2571 1.9920
C -2.8925 -2.5549 1.4561
C -3.3463 -1.8540 0.3622
C -2.5821 -0.8334 -0.2115
C -1.3842 -0.4212 0.4134
C -0.9370 -1.1825 1.4914
C -2.9592 -0.2147 -1.4780
C -4.2247 -0.3944 -2.0941
C -4.4937 0.1933 -3.2961
C -3.5163 1.0132 -3.9036
C -3.7211 1.6869 -5.1203
C -2.7567 2.5212 -5.6223
C -1.5507 2.6959 -4.9315
C -1.3108 2.0230 -3.7630
C -2.2822 1.1646 -3.2122
N -2.0228 0.5308 -2.0517
H -1.2426 -2.8519 2.8019
H -3.4947 -3.3468 1.8768
H -4.3050 -2.1131 -0.0607
H 0.0151 -0.9523 1.9490
H -4.9904 -0.9774 -1.6011
H -5.4510 0.0640 -3.7878
H -4.6593 1.5436 -5.6435
H -2.9238 3.0484 -6.5515
H -0.8110 3.3733 -5.3355
H -0.3699 2.1269 -3.2335
N -5.1614 5.6566 -0.2047
C -4.5320 4.7282 -0.4819
N -3.9303 3.6701 -0.8854
C -2.8921 3.0447 -0.6042
N -1.9410 2.3784 -0.4336
C -0.5000 5.1529 0.3475
C 0.7727 4.3517 0.6302
C 1.7188 5.3061 1.3675
C 1.3746 4.0169 -0.7411
Si 0.3926 2.5909 1.5453
C -0.8985 2.8739 3.0674
C -2.3307 2.9159 2.5330
C -0.6732 4.1642 3.8585
C -0.8763 1.6938 4.0413
C 2.1497 2.0404 2.3980
C 2.5801 2.8322 3.6350
C 3.2778 2.0962 1.3643
C 2.0658 0.5764 2.8252
H -0.2444 6.0919 -0.1489
H -1.0394 5.4053 1.2551
H -1.1663 4.6048 -0.3104
H 1.8813 6.2046 0.7667
H 2.6930 4.8635 1.5492
H 1.2895 5.6189 2.3169
H 1.5151 4.9316 -1.3224
H 0.6998 3.3552 -1.2992
H 2.3383 3.5231 -0.6514
H -2.4704 3.7378 1.8379
H -3.0336 3.0489 3.3595
H -2.5779 1.9832 2.0236
H -0.8504 5.0366 3.2376
H 0.3302 4.2271 4.2662
H -1.3783 4.2221 4.6899
H -0.9971 0.7599 3.4970
H -1.7023 1.7786 4.7514
H 0.0432 1.6569 4.6161
H 2.6170 3.8984 3.4476
H 3.5784 2.5161 3.9477
H 1.9072 2.6495 4.4691
H 3.5138 3.1117 1.0661
H 3.0024 1.5281 0.4772
H 4.1909 1.6631 1.7796
H 1.3739 0.4326 3.6459
H 3.0467 0.2169 3.1475
H 1.7428 -0.0211 1.9815

---

Formula: C4H8O2
Source: OMol25
Level of theory: the ωB97M-V functional and the def2-TZVPD basis

Output
Orbital gap: 9.234 eV
Lowest unoccupied orbital energy: 0.5 eV
Energy relative to the best compared isomer or geometry (same formula, charge and spin): 3.464 eV
HOMO level: -8.74 eV
Total energy: -8369.8174 eV

Element x y z (Å)
C -0.7582 1.2792 1.5295
C -0.3993 0.5390 0.2553
O -1.2732 -0.2090 -0.1874
C 0.9224 0.5804 -0.3466
C 0.7006 -1.4696 -0.9302
O -0.1999 -1.8411 -1.8708
H -1.0964 0.5393 2.2634
H 0.0254 1.8997 1.9685
H -1.6251 1.9023 1.2891
H 1.0124 0.7782 -1.4026
H 1.6470 1.2375 0.2015
H 0.4594 -1.8235 0.0646
H 1.6817 -1.6069 -1.3463
H -1.0966 -1.8055 -1.4883

---

Formula: C3H9N2O
Source: OMol25
Level of theory: the ωB97M-V functional and the def2-TZVPD basis

Output
Orbital gap: 11.350 eV
Lowest unoccupied orbital energy: -3.4 eV
Energy relative to the best compared isomer or geometry (same formula, charge and spin): 0.860 eV
HOMO level: -14.77 eV
Total energy: -8278.2144 eV
Net charge: +1
SMILES: C[NH2+]CC(N)=O

Element x y z (Å)
C -0.2384 -1.0925 -2.1852
N 0.3816 -1.1936 -0.7971
C 0.8078 0.1017 -0.1858
C -0.1850 0.6183 0.8738
N -0.0135 1.8703 1.3219
O -0.9251 -0.2110 1.3640
H -0.9999 -0.2715 -2.1721
H -0.6463 -2.0835 -2.4372
H 0.5683 -0.7565 -2.8226
H -0.3140 -1.6169 -0.1623
H 1.2531 -1.7006 -0.7207
H 1.0048 0.8811 -0.9187
H 1.8333 0.0229 0.2154
H -0.4782 2.1025 2.1832
H 0.4523 2.5564 0.7017

---

Formula: C10H18Si
Source: OMol25
Level of theory: the ωB97M-V functional and the def2-TZVPD basis

Output
Orbital gap (spin up / spin down): 6.290 / 6.456 eV
Lowest unoccupied orbital energy (spin up / spin down): -0.5 / -0.4 eV
Energy relative to the best compared isomer or geometry (same formula, charge and spin): 6.822 eV
HOMO level (spin up / spin down): -6.77 / -6.82 eV
Total energy: -18532.9291 eV

Element x y z (Å)
C 1.8300 -1.8500 -0.1804
C 0.7117 -2.6984 0.1966
C 1.6223 -0.5801 -0.4082
C -0.8272 -0.9222 0.2967
C -0.6334 -2.2068 0.3693
C 1.3668 1.5093 0.6824
C 3.6816 0.3348 0.7291
C -3.3123 -0.2766 -1.5597
C -2.9947 1.2718 1.3686
C 2.3612 0.6618 0.0323
Si -2.0676 0.4414 -0.2236
H 2.7752 -2.2687 -0.5969
H 0.9193 -3.7330 0.1992
H 0.4963 -0.2918 -0.0254
H -1.3225 -2.9898 0.6132
H 0.6356 1.7679 -0.1862
H 1.6283 2.5160 1.2285
H 0.7369 0.9669 1.4142
H 4.0032 1.2511 1.2070
H 4.3618 -0.1903 0.0932
H 3.2585 -0.3213 1.5599
H -3.8912 0.4083 -2.1005
H -2.7452 -0.9865 -2.2478
H -3.9364 -0.9852 -1.1669
H -2.2866 1.8588 1.9888
H -3.5002 2.0887 0.7975
H -3.7422 0.5698 1.9299
H 2.3900 1.1092 -0.9768
H -1.2775 1.4076 -1.0040

---

> Among the records above, which one has the lowest total energy?

C47H55N6S2SiV